1.
A 2-piece molecular cluster, C3H13N5 overall. Source: OMol25; level of theory: ωB97M-V/def2-TZVPD.

XYZ file:
```
21
Properties=species:S:1:pos:R:3:forces:R:3
N -0.478795 0.564656 -2.761022 -0.21 -0.21 -0.19
C 0.692623 0.071072 -2.896581 -0.09 0.02 0.73
N 1.355947 -0.675129 -1.953584 0.16 -0.29 -0.52
N 1.420607 0.349908 -4.052372 -0.45 0.25 -0.20
H -0.913249 0.246962 -1.895617 0.20 0.21 -0.02
H 1.018993 -0.685486 -0.997953 0.03 0.05 -0.11
H 2.327440 -0.851508 -2.132398 0.07 -0.03 0.27
H 1.959998 -0.400684 -4.447587 0.15 -0.28 0.21
H 0.748265 0.673119 -4.732860 0.13 0.21 -0.18
N 0.653056 0.258448 0.868708 -0.34 0.17 0.33
C -0.464378 0.669487 1.745901 0.08 0.02 -0.63
C -1.156150 -0.551342 2.312485 -0.14 0.15 0.25
N -2.033859 -0.152754 3.420802 0.43 -0.24 0.23
H 1.445444 -0.021399 1.438385 0.04 0.08 -0.13
H 0.923437 1.063713 0.318467 0.27 0.00 -0.02
H -1.152617 1.240736 1.121291 -0.11 0.00 0.12
H -0.155016 1.339688 2.555895 0.07 -0.09 0.07
H -1.791768 -1.015735 1.560849 0.13 -0.04 -0.18
H -0.368137 -1.274077 2.570952 -0.16 -0.08 0.16
H -2.566847 -0.955706 3.730032 -0.15 0.00 -0.03
H -1.464994 0.106034 4.226203 -0.12 0.09 -0.17
```
Forces are in eV/Å.

The energy relative to the best compared isomer or geometry (same formula, charge and spin) comes out at 3.1 kcal per mole. The calculation puts the HOMO-LUMO gap at 9.5460 eV. As for the molar mass: 119.2 g mol⁻¹. The HOMO energy is -8.6 eV. The SMILES is N=C(N)N.NCCN. The value obtained for the total energy is -395.8868 a.u.

=====

2.
A 3-piece molecular cluster, C3H13NO2 overall at a distorted geometry. Source: OMol25; level of theory: ωB97M-V/def2-TZVPD.

XYZ file:
```
19
Properties=species:S:1:pos:R:3:forces:R:3
C -1.645925 -2.758193 -0.995506 -0.71 0.15 0.87
C -1.514261 -1.985425 0.324877 -0.17 1.54 0.77
N -0.516694 -0.934163 0.130892 -1.07 0.02 -0.12
C -0.224513 0.053946 1.159023 2.06 -0.21 -0.57
H -1.246905 -3.759183 -0.835780 0.63 0.19 -0.82
H -2.651647 -2.910472 -1.374046 -0.55 -0.06 0.62
H -1.279404 -2.071302 -1.756758 0.93 -0.65 -0.18
H -2.428360 -1.440892 0.625006 0.01 -0.36 -0.37
H -1.251508 -2.539834 1.240628 -0.14 -0.75 -0.47
H 0.277091 -1.249680 -0.388497 0.44 -0.09 0.12
H -0.170510 1.011518 0.641769 -0.40 0.40 0.49
H 0.803930 -0.100480 1.537225 -0.25 0.05 0.00
H -0.807429 0.088516 2.070950 -0.79 -0.22 -0.32
O 3.222017 -0.803880 2.082001 -0.14 0.06 0.09
H 2.984612 -1.696342 1.840736 -0.40 -0.46 0.07
H 4.043532 -0.698278 1.611374 0.56 0.38 -0.17
O 0.038258 5.818486 -2.575369 0.72 0.19 -0.28
H 0.797041 5.261436 -2.790754 -0.03 0.23 -0.01
H -0.608506 5.190543 -2.283707 -0.69 -0.42 0.29
```
Forces are in eV/Å.

The energy relative to the best compared isomer or geometry (same formula, charge and spin) comes out at 39.0 kcal per mole. The calculation puts the HOMO-LUMO gap at 8.7310 eV. As for the molar mass: 95.1 g mol⁻¹. The HOMO energy is -8.1 eV. The SMILES is CCNC.O.O. The value obtained for the total energy is -327.2796 a.u.

=====

3.
A 3-piece molecular cluster, C3H13NO2S overall at a distorted geometry. Source: OMol25; level of theory: ωB97M-V/def2-TZVPD.

XYZ file:
```
20
Properties=species:S:1:pos:R:3:forces:R:3
N 0.240203 1.387920 -0.498106 0.35 0.46 0.39
C 0.875869 0.870288 0.740160 -1.30 -0.03 -0.50
C 0.340839 -0.512473 1.055887 0.81 -0.99 -0.11
C 0.890150 -1.020766 2.381376 -0.21 0.06 0.09
S 0.453023 -2.737907 2.754599 0.05 -0.22 -0.02
H 0.691939 2.274080 -0.761278 -0.18 -0.59 0.02
H -0.707174 1.654639 -0.253925 -0.14 -0.06 -0.13
H 1.932737 0.796941 0.553041 0.51 0.13 0.17
H 0.649916 1.505362 1.598852 0.40 0.23 0.11
H -0.736829 -0.600006 1.082109 -0.45 0.45 -0.04
H 0.660437 -1.229601 0.285571 -0.04 0.22 0.00
H 0.558886 -0.386065 3.204676 0.12 0.03 -0.01
H 1.980246 -1.023095 2.357135 0.03 0.06 0.10
H -0.864909 -2.658489 2.521097 0.02 0.12 0.01
O -2.883447 1.246138 -3.302293 0.17 0.06 0.11
H -2.939104 1.826680 -2.537259 -0.05 0.00 -0.05
H -1.960088 0.962130 -3.317673 -0.03 -0.14 -0.06
O 0.006846 -0.657549 -2.905589 0.25 -0.26 0.53
H 0.019421 -0.488241 -1.947939 -0.15 0.44 -0.29
H 0.791038 -1.209986 -3.010442 -0.14 0.03 -0.31
```
Forces are in eV/Å.

The energy relative to the best compared isomer or geometry (same formula, charge and spin) comes out at 7.7 kcal per mole. The calculation puts the HOMO-LUMO gap at 9.8217 eV. As for the molar mass: 127.2 g mol⁻¹. The HOMO energy is -9.3 eV. The SMILES is NCCCS.O.O. The value obtained for the total energy is -725.5090 a.u.

=====

4.
A 4-piece molecular cluster, C3H13NO2S overall at a distorted geometry. Source: OMol25; level of theory: ωB97M-V/def2-TZVPD.

XYZ file:
```
20
Properties=species:S:1:pos:R:3:forces:R:3
C -2.186265 1.226405 1.166170 -0.93 -0.27 -0.67
N -1.724430 -0.093867 0.759717 1.10 -0.10 -1.08
C -0.262059 -0.058815 0.602721 0.25 -0.07 0.22
C 0.355198 -1.257168 -0.178135 -0.82 1.65 -0.85
S 2.119600 -0.904887 -0.643592 -0.59 -1.41 5.26
H -1.882341 1.547580 2.171842 -0.29 -0.09 -0.11
H -3.263198 1.246126 0.958473 -0.02 0.11 0.88
H -1.834493 1.964094 0.438626 0.42 -0.14 0.18
H -2.033384 -0.894701 1.294216 -0.16 0.38 0.32
H -0.096503 0.825265 -0.052170 0.32 -0.43 0.76
H 0.208426 0.103474 1.603825 0.09 -0.04 -0.71
H 0.109361 -2.248266 0.210220 0.55 0.14 0.02
H -0.143952 -1.120372 -1.131879 -0.12 -0.67 -0.39
H 2.341922 -1.191225 1.202994 0.21 0.72 -3.97
H 2.140103 1.092476 0.900993 0.06 0.30 -0.04
H 2.564107 2.260663 1.821114 0.01 -0.06 -0.08
O 1.915999 2.000861 1.158574 0.07 0.00 0.12
H -1.994642 -0.233873 -1.359143 -0.23 -0.10 0.03
H -3.201640 -0.469605 -2.245590 0.00 -0.02 -0.09
O -2.242030 -0.417007 -2.283719 0.07 0.11 0.20
```
Forces are in eV/Å.

The energy relative to the best compared isomer or geometry (same formula, charge and spin) comes out at 63.3 kcal per mole. The calculation puts the HOMO-LUMO gap at 8.4929 eV. As for the molar mass: 127.2 g mol⁻¹. The HOMO energy is -9.3 eV. The value obtained for the total energy is -725.4204 a.u.

=====

5.
A 3-piece molecular cluster, C3H13NO2S2 overall at a distorted geometry. Source: OMol25; level of theory: ωB97M-V/def2-TZVPD.

XYZ file:
```
21
Properties=species:S:1:pos:R:3:forces:R:3
N 0.696626 -0.505167 -0.276340 -0.40 0.48 -0.34
C -0.731715 -0.465018 -0.576791 1.79 0.00 0.11
C -1.354676 0.573859 0.367793 -0.77 1.13 0.61
S -1.384416 2.174328 -0.646982 -0.22 -0.84 -0.16
S 0.333421 3.138014 -0.388493 -0.59 0.17 0.00
C 0.145998 4.213920 1.047277 0.95 0.11 0.24
H 1.093605 -1.425871 -0.188767 -0.06 -0.43 0.06
H 1.201617 0.005041 -0.981803 0.38 -0.03 -0.03
H -0.843086 -0.156617 -1.612875 -0.58 -0.21 -0.02
H -1.147595 -1.463636 -0.451009 -0.30 0.12 0.17
H -2.330988 0.288045 0.767588 -0.34 0.38 -0.66
H -0.819467 0.887607 1.258654 0.67 -0.58 -0.11
H 0.868355 5.000080 0.811501 0.01 0.02 0.05
H -0.830096 4.675807 1.086444 -0.30 -0.24 -0.04
H 0.463887 3.768477 1.988196 -0.25 -0.18 -0.03
H 2.103407 -2.834052 -1.982248 0.13 -0.19 -0.15
H 1.647476 -4.169008 -1.380451 -0.14 0.30 -0.09
O 1.326009 -3.384658 -1.850876 0.08 0.03 0.15
H -0.616060 -4.043553 0.820276 0.02 -0.11 0.01
H -0.039164 -2.695964 1.229083 -0.02 -0.04 0.26
O 0.216866 -3.581628 0.959823 -0.05 0.11 -0.02
```
Forces are in eV/Å.

The energy relative to the best compared isomer or geometry (same formula, charge and spin) comes out at 2.0 kcal per mole. The spin multiplicity is 2. As for the expectation value of S²: 0.757. The calculation puts the HOMO-LUMO gap (spin up / spin down) at 10.2372 / 5.1142 eV. As for the molar mass: 159.3 g mol⁻¹. The HOMO energy (spin up / spin down) is -13.8 / -13.3 eV. The value obtained for the total energy is -1123.3732 a.u. Its charge is +1.

=====

6.
A 4-piece molecular cluster, C3H13NO3 overall at a distorted geometry. Source: OMol25; level of theory: ωB97M-V/def2-TZVPD.

XYZ file:
```
20
Properties=species:S:1:pos:R:3:forces:R:3
C -0.946389 0.276254 -1.727776 -3.10 -0.07 -2.52
C -0.153892 -0.752192 -1.507659 0.45 -1.99 -3.54
N 1.077427 -0.510603 -1.042037 0.37 -5.34 -0.14
C 1.811442 -1.731721 -0.582057 0.61 1.15 1.33
H -1.124185 1.049632 -1.067631 0.58 1.90 1.10
H -1.481360 0.348669 -2.704213 -0.29 -0.55 1.23
H -0.302263 -1.683910 -2.111232 0.27 0.55 0.48
H 0.893206 0.381712 -0.772049 1.96 3.27 2.60
H 1.118738 -2.482000 -0.180082 0.09 0.15 -0.31
H 2.580737 -1.608416 0.223968 -0.81 0.56 -0.59
H 2.379256 -2.125298 -1.417694 -0.19 -0.19 -0.29
O -2.167478 -0.135520 1.029548 3.18 -1.35 3.69
H -2.756013 -0.027668 0.380237 -3.98 1.69 -3.91
H -1.858755 -0.986420 0.709060 0.83 -0.36 0.45
O 1.264129 1.423753 0.762505 -0.22 -0.74 -1.58
H 0.826680 1.470821 1.584385 -0.90 0.53 1.75
H 2.048494 1.927546 0.803553 1.23 0.90 0.27
O -0.786244 1.808325 2.797930 -0.42 -0.35 -0.59
H -0.985729 0.918442 2.409427 -0.37 1.24 0.29
H -1.437799 2.438595 2.411816 0.71 -0.99 0.29
```
Forces are in eV/Å.

The energy relative to the best compared isomer or geometry (same formula, charge and spin) comes out at 74.8 kcal per mole. The calculation puts the HOMO-LUMO gap at 8.1264 eV. As for the molar mass: 111.1 g mol⁻¹. The HOMO energy is -7.4 eV. The SMILES is C=CNC.O.O.O. The value obtained for the total energy is -402.4612 a.u.

=====

7.
A 4-piece molecular cluster, C3H13NO3 overall at a distorted geometry. Source: OMol25; level of theory: ωB97M-V/def2-TZVPD.

XYZ file:
```
20
Properties=species:S:1:pos:R:3:forces:R:3
C -0.270443 1.617080 1.838450 0.66 -1.19 -5.54
N -0.563794 0.894411 0.756003 0.70 2.75 4.14
C -1.341485 -0.294437 1.086154 1.16 -0.38 -3.47
C -2.739959 0.000996 0.498342 -0.29 -3.08 0.43
H -0.397834 1.192384 2.772335 -0.55 -0.46 2.13
H 0.298131 2.541685 1.693241 -0.33 -0.25 0.18
H -0.900134 -0.967886 0.249346 -0.49 -0.22 2.39
H -1.229854 -0.574685 2.146466 -0.33 -0.32 -0.57
H -3.509034 -0.610455 1.065218 0.56 1.22 -0.60
H -2.846855 1.042539 0.466586 -0.92 1.39 0.31
H -2.764916 -0.382996 -0.542741 -0.07 0.34 0.57
O 4.024918 -2.605839 -0.329408 -1.03 -0.81 4.08
H 4.435972 -2.744952 -1.121442 1.21 0.12 -3.19
H 3.453565 -1.847238 -0.245110 -0.03 0.49 -0.84
O -0.808792 1.411584 -2.284377 -0.39 -0.76 1.42
H -1.770478 1.633802 -2.045110 2.51 -0.85 0.08
H -0.320633 0.906962 -1.526443 -2.23 1.77 -1.50
O 2.578407 -0.431660 -1.237217 5.56 -1.85 4.22
H 1.808915 -0.044563 -1.210631 -6.34 3.14 -0.41
H 2.864302 -0.736723 -2.029669 0.65 -1.06 -3.83
```
Forces are in eV/Å.

The energy relative to the best compared isomer or geometry (same formula, charge and spin) comes out at 68.6 kcal per mole. The calculation puts the HOMO-LUMO gap at 11.3274 eV. As for the molar mass: 111.1 g mol⁻¹. The HOMO energy is -10.6 eV. The SMILES is C=NCC.O.O.O. The value obtained for the total energy is -402.4711 a.u.